Version A
DFT (wB97M-V/def2-TZVPD) results for C3H5FO in the gas phase.

- Multiplicity: 1
- E_HOMO: -8.95 eV
- Orbital gap: 9.9 eV
- Charge: 0
- SMILES string: CO/C=C/F
- Molar mass: 76.07 u

Bonds (Å) are listed after each position.
CARTESIAN COORDINATES (ANGSTROEM)
1 C 0.5460 1.3861 -0.8079  C5 1.340, H6 1.036, F10 1.363
2 H -0.0190 -1.8560 -0.7914  C4 1.206
3 H -1.6268 -1.7321 0.4606  C4 1.316
4 C -0.3471 -1.4700 0.3035  H2 1.206, H3 1.316, H7 1.069, O9 1.488
5 C 0.1420 0.7721 0.3122  C1 1.340, H8 1.235, O9 1.318
6 H 0.3183 1.2625 -1.8108  C1 1.036
7 H 0.2215 -1.3184 1.1964  C4 1.069
8 H 0.4127 0.5112 1.4889  C5 1.235
9 O -0.8309 -0.0827 0.0683  C4 1.488, C5 1.318
10 F 1.1832 2.5274 -0.4198  C1 1.363

Atom charges from the natural (NBO) analysis, given in e for atoms 1 to 5: 0.13, 0.22, 0.22, -0.30, 0.07

***

Version B
DFT (wB97M-V/def2-TZVPD) results for a 2-piece molecular cluster, C3H5FO overall.

- Multiplicity: 1
- E_HOMO: -8.08 eV
- Orbital gap: 8.9 eV
- Charge: 0
- Molar mass: 76.07 u

Bonds (Å) are listed after each position.
CARTESIAN COORDINATES (ANGSTROEM)
1 H 1.6522 -0.4997 -0.9888  C3 1.084
2 H -1.9057 -0.9900 1.2425  C6 1.135
3 C 2.6397 -0.5795 -0.5499  H1 1.084, O7 1.288
4 C -1.1560 0.4889 -0.2513  C6 1.266, H8 1.052, F10 1.427
5 H -2.9343 -0.5144 -0.1070  C6 1.113
6 C -1.8965 -0.3919 0.2774  H2 1.135, C4 1.266, H5 1.113
7 O 2.8174 0.2584 0.4124  C3 1.288, H9 0.974
8 H -1.2850 0.9201 -1.2017  C4 1.052
9 H 1.9733 0.5877 0.7701  O7 0.974
10 F 0.0949 0.7205 0.3961  C4 1.427

Atom charges from the natural (NBO) analysis, given in e for atoms 1 to 5: 0.05, 0.24, 0.09, 0.21, 0.22

***

It comes down to version A, which is 10.3 kJ/mol more stable than the next structure.